# C2H2CoO2P

A structure of composition C2H2CoO2P in a non-equilibrium geometry (ωB97M-V/def2-TZVPD, the Open Molecules 2025 dataset).

Properties
Expectation value of S²: 6.05
Molar mass, g/mol: 147.943
Frontier orbital gap (spin up / spin down), eV: 7.0 / 7.7

The geometry in ORCA input format:
```
! RIJCOSX wB97M-V def2-TZVPD def2/J DEFGRID3
* xyz 0 5
P -0.483 -1.112 -1.192
O -1.578 0.006 -0.703
O 1.170 -0.581 0.361
C 1.446 0.537 1.068
C 0.739 1.079 2.110
H 0.561 0.540 3.047
H 0.469 2.150 2.088
Co -0.043 1.135 -0.374
*
```

Here are the Löwdin charges for atoms 1 to 6, given in e:
1 P 0.889
2 O -0.696
3 O -0.384
4 C -0.300
5 C -0.063
6 H 0.056